Formula: C62H81F3O22
Source: OMol25
Level of theory: ωB97M-V/def2-TZVPD

Structure (ORCA input):
```
! RIJCOSX wB97M-V def2-TZVPD def2/J DEFGRID3
* xyz 0 1
F -0.206 -5.761 -5.307
C 0.192 -5.410 -4.047
C 1.236 -6.056 -3.436
C 1.536 -5.771 -2.105
C 0.841 -4.779 -1.422
C -0.180 -4.113 -2.073
C -0.540 -4.434 -3.379
H 1.845 -6.789 -4.022
H 2.443 -6.161 -1.704
H 1.130 -4.468 -0.408
H -0.697 -3.356 -1.484
H -1.361 -3.887 -3.841
F -2.461 2.102 8.042
C -2.486 1.430 6.875
C -3.141 1.957 5.774
C -3.240 1.238 4.602
C -2.587 -0.026 4.570
C -1.891 -0.516 5.639
C -1.849 0.209 6.857
H -3.607 2.881 5.985
H -3.779 1.636 3.761
H -2.802 -0.644 3.711
H -1.433 -1.491 5.598
H -1.396 -0.175 7.731
F 0.015 -1.249 -0.984
C -0.084 -0.432 0.085
C -1.214 0.326 0.152
C -1.345 1.216 1.206
C -0.378 1.316 2.150
C 0.811 0.573 2.035
C 0.958 -0.267 0.929
H -2.161 0.229 -0.451
H -2.219 1.826 1.347
H -0.464 2.035 3.006
H 1.568 0.663 2.797
H 1.821 -0.885 0.698
O -1.795 -1.083 -4.226
C -2.941 -1.177 -4.290
O -3.684 -1.466 -5.373
C -5.100 -1.433 -5.091
C -5.222 -0.725 -3.721
C -3.867 -0.971 -3.150
H -5.549 -2.412 -5.072
H -5.554 -0.912 -5.892
H -6.105 -1.079 -3.218
H -5.229 0.363 -4.029
H -3.753 -1.844 -2.508
H -3.504 -0.149 -2.508
O -3.869 -1.861 2.216
C -4.213 -2.669 1.418
O -3.583 -2.769 0.246
C -4.141 -3.847 -0.537
C -4.785 -4.741 0.551
C -5.312 -3.659 1.491
H -3.335 -4.391 -1.007
H -4.880 -3.468 -1.230
H -4.017 -5.285 1.052
H -5.465 -5.416 0.084
H -5.473 -3.968 2.528
H -6.318 -3.313 1.205
O 4.521 -0.042 -2.261
C 4.653 1.093 -2.578
O 5.187 1.445 -3.732
C 5.347 2.877 -3.842
C 4.481 3.472 -2.738
C 4.471 2.356 -1.733
H 5.004 3.207 -4.787
H 6.420 2.993 -3.800
H 3.479 3.585 -3.191
H 4.840 4.401 -2.381
H 3.571 2.308 -1.098
H 5.267 2.303 -0.969
O -3.992 3.363 1.868
C -4.833 2.531 1.577
O -6.051 2.577 2.141
C -6.903 1.561 1.692
C -6.309 0.987 0.387
C -4.793 1.309 0.593
H -7.907 2.004 1.563
H -7.009 0.768 2.436
H -6.643 1.532 -0.478
H -6.492 -0.080 0.268
H -4.290 1.536 -0.320
H -4.298 0.491 1.125
O 0.963 1.662 -2.641
C 1.321 0.990 -3.572
O 1.612 1.430 -4.767
C 2.309 0.424 -5.504
C 1.851 -0.939 -4.966
C 1.617 -0.510 -3.497
H 3.355 0.541 -5.261
H 2.180 0.519 -6.546
H 2.604 -1.703 -5.216
H 0.877 -1.195 -5.473
H 2.549 -0.647 -2.904
H 0.805 -1.029 -2.921
O 3.724 1.994 4.948
C 2.897 2.848 5.179
O 3.188 4.054 5.729
C 2.043 4.908 5.760
C 0.826 4.057 5.504
C 1.414 2.806 4.746
H 2.121 5.700 5.003
H 1.963 5.435 6.688
H -0.017 4.434 4.883
H 0.464 3.702 6.474
H 1.534 2.946 3.648
H 0.840 1.901 4.996
O 4.278 -3.269 1.949
C 4.762 -2.152 2.033
O 4.149 -1.060 1.528
C 4.936 0.147 1.834
C 6.005 -0.263 2.799
C 6.068 -1.799 2.565
H 4.175 0.835 2.176
H 5.279 0.527 0.886
H 5.713 -0.088 3.843
H 6.965 0.268 2.621
H 6.412 -2.418 3.351
H 6.698 -2.046 1.718
O -1.616 -5.004 1.338
C -0.844 -4.448 2.130
O 0.155 -5.135 2.661
C 1.001 -4.302 3.450
C 0.444 -2.887 3.453
C -0.920 -3.074 2.726
H 2.003 -4.373 3.076
H 0.952 -4.808 4.426
H 1.055 -2.149 2.893
H 0.214 -2.385 4.376
H -1.293 -2.331 1.996
H -1.760 -3.092 3.375
O 7.061 -2.325 -0.786
C 6.156 -2.507 -1.539
O 6.368 -2.521 -2.859
C 5.190 -2.974 -3.615
C 4.131 -3.255 -2.560
C 4.714 -2.785 -1.236
H 5.588 -3.795 -4.225
H 4.819 -2.133 -4.216
H 3.947 -4.369 -2.540
H 3.183 -2.830 -2.741
H 4.609 -3.533 -0.429
H 4.191 -1.827 -0.860
O -4.388 2.311 -2.391
C -3.361 2.805 -2.795
O -2.947 2.650 -4.039
C -1.749 3.437 -4.234
C -1.788 4.551 -3.143
C -2.424 3.704 -2.019
H -1.759 3.861 -5.220
H -0.894 2.860 -4.001
H -2.429 5.392 -3.379
H -0.748 4.889 -3.050
H -2.926 4.302 -1.244
H -1.720 2.995 -1.553
O 2.579 3.466 1.110
C 1.710 4.211 0.721
O 1.434 5.318 1.448
C 0.307 6.090 0.872
C -0.435 5.030 -0.003
C 0.743 4.046 -0.423
H 0.697 6.925 0.304
H -0.320 6.416 1.668
H -0.880 5.516 -0.907
H -1.125 4.459 0.607
H 1.304 4.329 -1.328
H 0.382 3.006 -0.453
*
```

Calculated values
* E_HOMO: -8.981 eV
* DFT total energy: -118806.90557 eV
* largest force on an atom: 4.8 eV/A
* frontier orbital gap: 9.30 eV

=====

Formula: C63H137ClN8O11
Source: OMol25
Level of theory: ωB97M-V/def2-TZVPD

Structure (ORCA input):
```
! RIJCOSX wB97M-V def2-TZVPD def2/J DEFGRID3
* xyz 0 1
N 2.422 1.061 -1.659
H 2.353 0.524 -2.512
H 2.617 2.023 -1.897
H 3.249 0.695 -1.210
H 1.589 0.966 -1.094
Cl -0.426 0.397 0.415
O -0.067 -0.472 -0.638
O -0.627 -0.437 1.564
O 0.734 1.249 0.734
O -1.522 1.208 -0.032
C 0.993 3.767 3.856
C 1.383 2.843 5.035
C 0.374 3.280 6.121
C 0.262 2.251 7.257
C 0.025 0.910 6.766
C 0.959 0.317 5.665
N 1.090 1.436 4.637
O 1.756 1.086 3.581
C 2.364 -0.044 6.357
C 0.296 -0.982 5.042
C 2.811 3.111 5.497
H 1.054 4.838 4.048
H -0.012 3.626 3.457
H 1.640 3.593 2.997
H 0.615 4.231 6.596
H -0.607 3.388 5.657
H -0.598 2.611 7.821
H 1.150 2.330 7.884
H -0.883 1.053 6.180
H -0.174 0.107 7.475
H 2.817 0.800 6.877
H 2.476 -0.819 7.115
H 3.087 -0.418 5.632
H 0.543 -1.888 5.595
H -0.766 -0.788 4.892
H 0.622 -1.280 4.045
H 2.953 2.905 6.558
H 3.081 4.154 5.333
H 3.507 2.468 4.958
H 1.083 0.785 2.967
C 5.891 -2.461 0.181
C 4.729 -1.543 0.159
C 4.241 -1.210 1.580
C 5.064 -0.147 2.322
C 5.324 1.126 1.414
C 5.843 0.841 -0.064
N 4.896 -0.219 -0.581
O 5.051 -0.459 -1.881
C 5.624 2.195 -0.832
C 7.293 0.501 0.159
C 3.487 -2.292 -0.371
H 5.508 -3.453 0.421
H 6.503 -2.183 1.039
H 6.335 -2.485 -0.814
H 3.224 -0.820 1.524
H 4.158 -2.105 2.198
H 6.049 -0.488 2.641
H 4.732 0.254 3.280
H 5.959 1.839 1.941
H 4.450 1.776 1.363
H 6.112 1.998 -1.786
H 4.566 2.387 -1.012
H 6.234 2.992 -0.406
H 7.665 -0.013 -0.728
H 7.942 1.363 0.315
H 7.322 -0.240 0.957
H 3.604 -2.682 -1.382
H 2.726 -1.512 -0.412
H 3.210 -3.133 0.264
H 5.923 -0.857 -1.944
C 2.514 0.150 -5.965
C 1.233 -0.661 -5.778
C 0.940 -1.452 -7.061
C 1.770 -2.720 -7.298
C 1.734 -3.623 -6.050
C 2.041 -2.866 -4.705
N 1.332 -1.554 -4.596
O 1.445 -0.869 -3.378
C 1.493 -3.820 -3.555
C 3.542 -2.729 -4.553
C -0.040 0.293 -5.519
H 3.365 -0.466 -6.255
H 2.664 0.742 -5.062
H 2.429 0.898 -6.753
H -0.113 -1.719 -7.152
H 1.166 -0.785 -7.893
H 2.828 -2.509 -7.455
H 1.468 -3.284 -8.180
H 2.418 -4.468 -6.125
H 0.715 -4.009 -6.075
H 1.613 -3.430 -2.544
H 0.411 -3.934 -3.486
H 1.780 -4.868 -3.636
H 4.064 -3.674 -4.706
H 3.984 -2.023 -5.256
H 3.769 -2.447 -3.525
H -0.073 0.861 -4.589
H -0.954 -0.286 -5.387
H -0.224 0.959 -6.361
H 0.633 -1.071 -2.908
C -4.121 1.359 6.487
C -4.658 2.185 5.340
C -3.486 2.556 4.407
C -3.102 1.439 3.449
C -4.285 1.070 2.614
C -5.488 0.667 3.512
N -5.781 1.552 4.652
O -6.803 1.114 5.490
C -6.803 0.772 2.638
C -5.316 -0.819 3.953
C -5.222 3.534 5.834
H -3.784 0.366 6.190
H -4.869 1.159 7.254
H -3.298 1.820 7.033
H -3.629 3.547 3.975
H -2.569 2.555 4.997
H -2.912 0.473 3.918
H -2.332 1.777 2.756
H -4.081 0.270 1.903
H -4.618 1.835 1.913
H -6.803 1.709 2.081
H -6.904 -0.033 1.911
H -7.694 0.903 3.251
H -6.255 -1.087 4.437
H -4.989 -1.456 3.131
H -4.567 -0.937 4.735
H -4.588 4.098 6.518
H -6.157 3.325 6.352
H -5.636 4.101 5.000
H -7.581 1.633 5.270
C 1.006 6.161 -2.292
C 0.989 4.630 -2.766
C 0.220 4.508 -4.150
C 0.959 5.087 -5.397
C 2.262 4.301 -5.448
C 3.138 4.387 -4.134
N 2.336 4.046 -2.915
O 3.038 4.205 -1.762
C 4.253 3.328 -4.363
C 3.839 5.765 -4.060
C 0.086 3.908 -1.699
H 1.159 6.134 -1.213
H 0.107 6.664 -2.647
H 1.862 6.672 -2.733
H -0.133 3.480 -4.232
H -0.736 5.005 -3.984
H 1.072 6.171 -5.395
H 0.396 4.754 -6.268
H 2.924 4.683 -6.225
H 2.177 3.221 -5.564
H 4.986 3.453 -3.565
H 3.816 2.332 -4.304
H 4.820 3.552 -5.267
H 4.723 5.796 -4.697
H 3.073 6.479 -4.363
H 4.260 6.139 -3.127
H -0.298 2.981 -2.123
H -0.744 4.534 -1.370
H 0.724 3.770 -0.826
H 3.163 5.154 -1.697
C 1.128 -3.757 1.914
C 0.219 -4.894 1.438
C 0.270 -6.014 2.488
C -0.555 -5.931 3.702
C -1.995 -5.827 3.095
C -2.230 -4.509 2.264
N -1.194 -4.518 1.196
O -1.365 -3.573 0.149
C -3.667 -4.580 1.574
C -2.254 -3.295 3.224
C 0.831 -5.446 0.079
H 2.189 -3.912 2.107
H 0.663 -3.279 2.776
H 1.052 -2.977 1.156
H 0.083 -6.949 1.959
H 1.291 -6.171 2.836
H -0.286 -5.003 4.207
H -0.512 -6.770 4.396
H -2.699 -5.820 3.927
H -2.226 -6.688 2.467
H -3.646 -5.179 0.664
H -4.519 -4.948 2.146
H -3.946 -3.594 1.203
H -3.146 -3.306 3.849
H -1.422 -3.175 3.918
H -2.399 -2.383 2.646
H 1.851 -5.781 0.267
H 0.882 -4.682 -0.697
H 0.264 -6.262 -0.369
H -1.307 -2.699 0.544
C -6.664 -1.841 -1.600
C -5.253 -1.443 -1.927
C -4.505 -2.776 -2.346
C -3.257 -2.618 -3.206
C -3.548 -1.802 -4.421
C -4.249 -0.443 -4.163
N -5.292 -0.553 -3.121
O -5.936 0.643 -2.882
C -3.130 0.525 -3.762
C -4.960 0.085 -5.504
C -4.465 -0.956 -0.679
H -7.163 -2.352 -2.423
H -7.319 -0.995 -1.389
H -6.878 -2.308 -0.638
H -4.294 -3.361 -1.451
H -5.250 -3.358 -2.889
H -2.842 -3.599 -3.438
H -2.442 -2.093 -2.708
H -4.242 -2.326 -5.077
H -2.675 -1.621 -5.048
H -3.445 1.381 -3.164
H -2.337 -0.003 -3.234
H -2.694 1.045 -4.614
H -4.652 -0.398 -6.432
H -6.041 0.001 -5.392
H -4.912 1.160 -5.675
H -4.948 -0.046 -0.323
H -3.443 -0.635 -0.884
H -4.372 -1.718 0.094
H -5.133 1.050 -2.551
*
```

Calculated values
* E_HOMO: -7.493 eV
* DFT total energy: -114499.98583 eV
* largest force on an atom: 5.8 eV/A
* frontier orbital gap: 7.75 eV

=====

- The highest DFT total energy belongs to which entry?
  C63H137ClN8O11

=====

- Among the records above, which one has the highest frontier orbital gap?
  C62H81F3O22

=====

- Which of these has the lowest largest force on an atom?
  C62H81F3O22